{"formula": "C28H29Cl2F5NO7S2Ti", "method": "ωB97M-V/def2-TZVPD", "species": ["Ti", "C", "C", "C", "C", "C", "C", "C", "C", "C", "C", "H", "H", "H", "H", "H", "H", "H", "H", "H", "H", "H", "H", "H", "H", "O", "S", "O", "O", "C", "C", "C", "C", "C", "C", "S", "O", "O", "O", "H", "H", "H", "H", "C", "C", "C", "C", "C", "N", "H", "H", "H", "H", "H", "H", "H", "H", "H", "F", "C", "C", "F", "C", "F", "C", "O", "C", "F", "C", "F", "Cl", "C", "Cl", "H", "H"], "positions_angstrom": [[0.809, 0.024, -0.685], [-4.219, -2.582, 1.025], [-3.162, -1.487, 1.205], [-3.340, -0.787, 2.548], [-1.783, -2.072, 0.994], [-1.281, -2.187, -0.309], [-0.085, -2.849, -0.562], [0.674, -3.401, 0.477], [1.958, -4.120, 0.183], [0.187, -3.257, 1.765], [-1.021, -2.603, 2.021], [-5.224, -2.168, 1.120], [-4.098, -3.354, 1.787], [-4.137, -3.060, 0.049], [-3.315, -0.755, 0.404], [-3.318, -1.502, 3.372], [-4.313, -0.293, 2.591], [-2.561, -0.046, 2.732], [-1.868, -1.815, -1.143], [0.244, -2.977, -1.586], [2.633, -3.496, -0.406], [1.770, -5.028, -0.393], [2.474, -4.404, 1.099], [0.748, -3.673, 2.594], [-1.369, -2.537, 3.044], [-0.781, 1.894, -3.775], [0.123, 1.040, -3.096], [0.789, 1.633, -1.866], [-0.434, -0.209, -2.527], [1.522, 0.722, -4.145], [1.367, 1.086, -5.467], [2.431, 0.975, -6.361], [3.652, 0.512, -5.923], [3.818, 0.134, -4.592], [2.770, 0.233, -3.698], [3.102, -0.408, -2.070], [4.296, -1.162, -2.115], [2.975, 0.630, -1.026], [1.832, -1.212, -1.791], [0.416, 1.479, -5.799], [2.290, 1.261, -7.394], [4.485, 0.428, -6.606], [4.764, -0.262, -4.252], [-3.023, 3.045, 1.677], [-2.948, 2.593, 0.213], [-2.516, 3.750, -0.705], [-4.278, 1.986, -0.254], [-1.900, 1.570, 0.099], [-1.041, 0.817, 0.015], [-3.764, 3.841, 1.747], [-2.065, 3.435, 2.023], [-3.330, 2.229, 2.329], [-3.279, 4.527, -0.653], [-2.423, 3.423, -1.741], [-1.566, 4.175, -0.380], [-5.043, 2.760, -0.200], [-4.584, 1.160, 0.387], [-4.216, 1.635, -1.284], [2.977, -0.561, 6.095], [2.571, -0.531, 4.835], [1.388, 0.112, 4.506], [0.664, 0.700, 5.451], [0.963, 0.144, 3.191], [-0.173, 0.768, 2.876], [1.712, -0.466, 2.198], [1.318, -0.453, 0.913], [2.899, -1.105, 2.533], [3.616, -1.689, 1.579], [3.329, -1.141, 3.847], [4.461, -1.754, 4.160], [1.381, 2.664, 0.995], [2.929, 3.409, 0.487], [4.125, 3.321, 1.765], [2.718, 4.444, 0.252], [3.276, 2.852, -0.374]], "forces_ev_per_a": [[0.4, -0.1, 0.1], [0.0, 0.0, 0.0], [0.0, 0.0, 0.0], [0.0, 0.0, 0.0], [0.0, 0.0, 0.0], [0.0, 0.0, 0.0], [0.0, 0.1, -0.1], [0.0, 0.0, 0.0], [0.0, 0.0, 0.0], [0.0, 0.0, 0.0], [0.0, 0.0, 0.0], [0.0, 0.0, 0.0], [0.0, 0.0, 0.0], [0.0, 0.0, 0.0], [0.0, 0.0, 0.0], [0.0, 0.0, 0.0], [0.0, 0.0, 0.0], [0.0, 0.0, 0.0], [0.0, 0.0, 0.0], [0.0, 0.0, 0.0], [0.0, 0.0, 0.0], [0.0, 0.0, 0.0], [0.0, 0.0, 0.0], [0.0, 0.0, 0.0], [0.0, 0.0, 0.0], [0.0, 0.0, 0.0], [0.2, 0.0, 0.2], [-0.2, 0.2, -0.1], [0.1, 0.0, 0.0], [0.0, 0.0, 0.0], [0.0, 0.0, -0.1], [0.0, 0.0, 0.0], [0.0, 0.0, 0.0], [0.0, 0.0, -0.1], [0.0, 0.0, 0.0], [-0.4, -0.1, 0.0], [0.0, 0.0, 0.0], [-0.2, 0.0, 0.0], [0.3, -0.2, -0.2], [0.0, 0.0, 0.0], [0.0, 0.0, 0.0], [0.0, 0.0, 0.0], [0.0, 0.0, 0.0], [0.0, 0.0, 0.0], [0.0, -0.1, -0.1], [0.0, 0.0, 0.0], [0.0, 0.0, 0.0], [0.0, 0.0, 0.2], [0.1, 0.1, -0.2], [0.0, 0.0, 0.0], [0.0, 0.0, 0.0], [0.0, 0.0, 0.0], [0.0, 0.0, 0.0], [0.0, 0.0, 0.0], [0.0, 0.0, 0.0], [0.0, 0.0, 0.0], [0.0, 0.0, 0.0], [0.0, 0.0, 0.0], [0.0, 0.0, 0.0], [0.0, 0.0, 0.0], [0.0, 0.0, 0.0], [0.0, 0.0, 0.0], [0.1, 0.0, 0.1], [0.0, 0.0, 0.0], [0.2, 0.0, -0.2], [-0.4, 0.1, 0.1], [0.0, 0.0, 0.1], [0.0, 0.0, 0.0], [0.0, 0.0, 0.0], [0.0, 0.0, 0.0], [0.0, 0.1, 0.0], [-0.1, -0.1, 0.0], [0.0, 0.0, 0.0], [0.0, 0.0, 0.0], [0.0, 0.0, 0.0]], "de_lowest_kj_mol": 42.6, "total_charge": 1, "gap_ev": 6.8}